Entry w
6
Properties=species:S:1:pos:R:3 method="wB97M-V/def2-TZVPD" e_homo_ev=-10.5559 orbital_gap_ev=9.0 lumo_energy_ev=-1.541
C -0.860 0.244 -0.009
C -1.791 1.099 0.056
C 0.544 -0.126 0.227
O -0.354 -1.074 -0.127
H 1.253 0.320 -1.175
H 1.208 -0.462 1.028

***

Entry x
6
Properties=species:S:1:pos:R:3 method="wB97M-V/def2-TZVPD" e_homo_ev=-10.6575 orbital_gap_ev=9.4 lumo_energy_ev=-1.208
C 0.469 0.766 -1.194
C 0.294 -0.710 -1.221
C 1.114 -1.451 -0.533
O -0.508 1.457 -1.154
H 1.631 1.050 -0.978
H -0.617 -1.210 -1.415

***

Verdict on stability: entry w comes out at the bottom.

***

Entry w
6
Properties=species:S:1:pos:R:3 method="wB97M-V/def2-TZVPD" e_homo_ev=-9.3921 orbital_gap_ev=8.8 lumo_energy_ev=-0.595
C -0.054 0.748 -0.796
C -0.922 0.948 0.133
C -0.101 -0.270 0.426
O 0.901 0.063 -1.191
H 0.641 -0.220 1.222
H -0.466 -1.269 0.205

***

Entry x
6
Properties=species:S:1:pos:R:3 method="wB97M-V/def2-TZVPD" e_homo_ev=-9.6802 orbital_gap_ev=8.7 lumo_energy_ev=-0.967
C -1.048 -0.135 0.127
C 1.558 0.277 0.067
C 0.323 0.192 -0.061
O -2.234 -0.282 0.654
H -1.191 -0.709 -0.856
H 2.592 0.657 0.068

***

Entry y
6
Properties=species:S:1:pos:R:3 method="wB97M-V/def2-TZVPD" e_homo_ev=-10.2368 orbital_gap_ev=9.3 lumo_energy_ev=-0.920
C -0.676 0.186 -0.608
C -1.888 -0.204 -0.669
C 0.436 -0.075 0.331
O 0.545 0.800 -0.702
H 0.598 0.233 1.356
H 0.985 -0.940 0.292

***

Verdict on stability: entry y comes out at the bottom.

***

Entry w
24
Properties=species:S:1:pos:R:3 method="wB97M-V/def2-TZVPD" e_homo_ev=-12.3442 orbital_gap_ev=8.7 lumo_energy_ev=-3.601 total_charge=+1
C -0.594 2.112 0.913
C -3.604 -0.552 -0.617
C 2.243 0.139 0.483
C 1.819 0.575 -0.941
C 1.676 -1.275 0.634
C 0.229 0.833 -0.911
C -0.635 -0.381 -0.241
N 0.036 1.939 -0.102
N -1.639 0.101 0.566
N 0.208 -1.171 0.678
O -3.348 -1.729 -0.559
O -2.876 0.450 -0.026
H -1.083 2.544 1.734
H -4.493 0.052 -0.929
H 3.297 0.292 0.579
H 1.842 0.928 1.182
H 2.250 1.592 -1.246
H 1.932 -0.196 -1.719
H 2.144 -1.884 -0.139
H 1.809 -1.815 1.651
H -0.114 1.092 -1.946
H -0.957 -0.803 -1.214
H -0.064 -2.116 0.564
H -0.079 -0.725 1.607

***

Entry x
24
Properties=species:S:1:pos:R:3 method="wB97M-V/def2-TZVPD" e_homo_ev="-12.2562 / -11.7027" orbital_gap_ev="7.9 / 5.6" lumo_energy_ev="-4.317 / -6.066" total_charge=+1
C -1.550 -0.676 0.850
C 1.157 -0.961 -0.613
C -1.543 0.308 -0.049
C 1.270 0.320 -0.893
C -0.777 -1.944 0.468
C -0.099 -1.760 -0.888
C 1.356 1.814 0.942
N -1.962 1.572 0.189
N -0.987 -1.045 -1.772
N 2.253 1.144 -0.025
O -1.236 0.200 -1.388
O -1.204 -1.345 -2.926
H -1.676 -0.390 1.848
H 1.876 -1.467 -0.014
H -0.198 -2.107 1.289
H -1.351 -2.868 0.513
H 0.146 -2.724 -1.192
H 0.461 2.095 0.478
H 1.113 0.995 1.545
H 1.798 2.574 1.493
H -1.710 2.349 -0.436
H -2.814 1.694 0.751
H 2.870 0.471 0.434
H 2.807 1.751 -0.604

***

Verdict on stability: entry x comes out at the bottom.

***

Entry w
21
Properties=species:S:1:pos:R:3 method="wB97M-V/def2-TZVPD" e_homo_ev=-11.0959 orbital_gap_ev=7.7 lumo_energy_ev=-3.392 total_charge=+1
C -0.366 -1.649 1.996
C 0.347 -0.686 2.722
C -0.720 -1.413 0.683
C 0.883 0.379 2.139
C -0.345 -0.214 0.117
C 0.468 0.732 0.874
C 0.944 2.125 -0.927
N -0.574 0.108 -1.255
N 1.645 1.418 -1.779
N -1.587 -0.668 -1.908
O 0.762 1.909 0.325
H -0.744 -2.554 2.289
H 0.649 -0.809 3.701
H -1.282 -2.229 0.164
H 1.440 0.978 2.780
H 0.598 3.061 -1.229
H 1.666 1.735 -2.811
H 1.778 0.391 -1.725
H -2.516 -0.540 -1.467
H -1.370 -1.696 -1.860
H -1.676 -0.379 -2.828

***

Entry x
21
Properties=species:S:1:pos:R:3 method="wB97M-V/def2-TZVPD" e_homo_ev=-13.0408 orbital_gap_ev=8.0 lumo_energy_ev=-5.069 total_charge=+1
C -1.795 1.518 -1.415
C -2.272 -0.783 -0.563
C -2.596 0.435 -1.222
C -4.051 0.770 -1.541
C 1.309 -1.311 -0.045
C 2.163 -0.359 0.927
C -0.019 -0.617 0.035
N -1.127 -1.280 -0.262
N 0.085 0.673 0.437
N 1.464 0.899 0.389
O -4.821 0.675 -0.695
H -1.949 2.467 -2.081
H -2.998 -1.591 -0.655
H -4.302 1.411 -2.416
H 1.627 -1.043 -1.025
H 1.487 -2.397 0.149
H 2.111 -0.332 2.003
H 3.174 -0.258 0.600
H -0.728 1.695 -0.747
H 1.717 1.850 0.863
H 1.962 0.938 -0.574

***

Verdict on stability: entry x comes out at the bottom.

***

Entry w
39
Properties=species:S:1:pos:R:3 method="wB97M-V/def2-TZVPD" e_homo_ev=-9.6943 orbital_gap_ev=8.7 lumo_energy_ev=-1.000
O -0.008 -2.268 -2.131
H 0.838 -2.398 -2.510
H -0.628 -2.133 -2.829
O 1.406 -1.424 2.761
H 1.028 -2.299 2.622
H 1.264 -0.996 1.928
O 2.254 -0.482 -0.080
H 2.718 0.151 -0.590
H 3.031 -0.652 0.482
O 0.534 -3.588 0.136
H 0.041 -4.334 -0.157
H 0.461 -2.986 -0.540
O 0.336 2.749 0.654
H -0.195 3.425 0.981
H 1.002 3.168 0.076
O -0.643 0.722 -3.261
H 0.148 1.276 -3.311
H -0.590 0.310 -2.399
O 0.575 1.401 3.119
H 0.828 1.833 2.298
H -0.055 2.009 3.522
O -1.450 -0.384 2.413
H -0.884 0.327 2.739
H -1.802 0.018 1.666
O -0.269 0.220 -0.481
H 0.625 -0.045 -0.347
H -0.339 1.077 -0.024
O -1.399 2.924 -1.479
H -0.667 3.413 -1.157
H -0.910 2.224 -1.894
O -2.857 -0.870 -0.157
H -2.997 0.066 -0.253
H -1.886 -0.993 -0.157
O 2.908 -2.695 -1.630
H 2.855 -1.849 -1.179
H 3.112 -3.485 -1.143
O -2.716 1.907 0.985
H -2.290 2.757 0.987
H -3.378 1.902 0.338

***

Entry x
39
Properties=species:S:1:pos:R:3 method="wB97M-V/def2-TZVPD" e_homo_ev=-9.4962 orbital_gap_ev=9.2 lumo_energy_ev=-0.326
O 2.091 -0.765 -1.314
H 2.419 0.023 -1.822
H 1.915 -0.226 -0.521
O 0.111 2.481 3.025
H 0.991 1.923 2.658
H -0.480 2.460 2.287
O -0.561 -3.703 -0.401
H 0.348 -3.869 -0.148
H -0.612 -2.804 -0.702
O -0.699 0.427 -1.339
H -0.427 -0.538 -1.317
H -1.091 0.479 -0.486
O -3.139 -2.645 -0.108
H -2.183 -3.133 0.040
H -2.966 -1.822 -0.538
O 2.742 2.625 -1.750
H 2.699 3.461 -1.394
H 2.006 2.684 -2.397
O -1.575 -1.615 -2.348
H -2.236 -0.829 -2.570
H -1.431 -2.138 -3.210
O -0.564 -0.227 1.353
H -0.889 0.716 1.832
H 0.231 0.030 0.887
O 1.426 1.412 1.042
H 1.599 2.405 1.038
H 2.241 0.945 1.020
O 1.276 -2.510 1.735
H 1.130 -3.287 2.425
H 0.661 -1.810 2.069
O 3.487 0.109 0.415
H 4.098 0.664 -0.145
H 4.117 -0.739 0.296
O -2.587 2.164 1.444
H -1.960 2.351 1.933
H -3.348 2.656 1.320
O -3.085 0.686 -1.625
H -2.166 1.074 -1.752
H -3.590 0.887 -0.931

***

Entry y
39
Properties=species:S:1:pos:R:3 method="wB97M-V/def2-TZVPD" e_homo_ev=-11.0811 orbital_gap_ev=10.5 lumo_energy_ev=-0.564
H 0.089 -0.327 -0.137
H 0.298 0.887 -1.028
H 1.915 2.335 2.273
H 1.943 3.547 3.189
H 1.603 -2.021 2.064
H 0.277 -1.644 1.424
H -2.977 -1.307 2.597
H -1.979 -1.121 1.465
H 4.412 0.862 0.481
H 3.418 -0.039 1.195
H -2.850 2.451 0.220
H -3.880 2.774 -0.850
H -1.884 3.689 -2.964
H -2.882 4.834 -2.923
H -3.350 -1.989 -3.349
H -2.345 -0.907 -3.709
H 2.583 -1.369 3.334
H 2.924 -0.608 4.604
H -5.131 0.696 -2.606
H -3.641 0.955 -2.760
H -0.925 -3.856 2.173
H -2.431 -3.918 2.362
H 3.106 -0.373 -2.289
H 3.100 1.137 -2.458
H 4.036 -3.055 -1.855
H 4.736 -1.912 -1.139
O 0.746 0.100 -0.699
O 2.514 2.874 2.802
O 0.889 -2.382 1.527
O -2.917 -1.266 1.636
O 4.360 0.064 1.019
O -3.654 2.961 0.068
O -1.945 4.647 -3.046
O -3.172 -1.048 -3.236
O 2.683 -1.485 4.285
O -4.497 1.399 -2.786
O -1.606 -3.834 2.854
O 2.539 0.400 -2.192
O 3.897 -2.152 -1.547

***

Verdict on stability: entry x comes out at the bottom.